Formula: C5H17NO4
Source: the Open Molecules 2025 dataset
Level of theory: ωB97M-V/def2-TZVPD

Last column: Mulliken charge in e.
Geometry (Å):
O: -2.71756 -1.51338 -2.02965  -0.66
O: 1.14440 -3.30990 1.56459  -0.63
O: 4.12286 0.12235 -0.93220  -0.64
O: 1.93144 3.50993 -0.62885  -0.63
N: -1.88397 1.46161 0.36393  -0.44
C: -2.00796 -0.25942 1.90595  -0.75
C: 0.12686 0.01013 0.57909  -0.44
C: -1.23057 0.37189 1.03616  0.48
C: 0.17184 -0.98427 -0.58961  -0.97
C: -1.36479 2.00778 -0.64054  -0.30
H: -0.42767 1.64833 -1.08949  0.15
H: -3.10663 -0.91636 -1.37718  0.33
H: 1.49529 -2.99552 2.41947  0.32
H: -2.07550 -1.01662 -2.55423  0.34
H: 4.03845 -0.80295 -0.68190  0.33
H: 1.06254 3.86901 -0.85001  0.31
H: 0.39391 -0.46395 -1.53514  0.34
H: -1.81583 2.85272 -1.13832  0.35
H: 0.65756 -0.50223 1.39591  0.26
H: 0.83946 -1.82484 -0.49810  0.30
H: -0.84888 -1.32060 -0.80269  0.34
H: -3.01143 0.12104 2.06424  0.32
H: 3.21827 0.42766 -1.06349  0.32
H: 0.25212 -3.57759 1.81662  0.31
H: 0.85996 0.81570 0.43942  0.10
H: -1.72393 -1.11029 2.50165  0.27
H: 1.89976 3.37976 0.32438  0.32

highest occupied orbital energy: -9.59 eV
frontier orbital gap: 9.9251 eV
multiplicity: 1
ΔE to the lowest compared entry with this formula, charge and spin: 2.340 eV
SMILES string: C=NC(=C)CC.O.O.O.O
charge: 0